{"formula": "C9H19NO2", "method": "ωB97M-V/def2-TZVPD", "elements": ["O", "C", "C", "C", "C", "N", "H", "H", "H", "H", "H", "H", "H", "H", "H", "C", "C", "C", "C", "C", "O", "H", "H", "H", "H", "H", "H", "H", "H", "H", "H"], "positions_angstrom": [[5.61697, 1.22232, -0.33400], [4.89449, 0.03575, -0.62866], [3.37849, 0.11080, -0.38133], [2.77343, -0.03135, 1.05302], [2.52621, -1.51174, 0.67815], [2.72882, -1.15979, -0.78219], [5.09369, 1.83357, 0.16689], [5.02542, -0.17476, -1.72096], [5.28782, -0.94104, -0.09046], [2.85931, 0.89507, -0.89830], [3.31420, 0.20850, 1.96331], [1.83175, 0.54100, 1.15011], [1.56701, -1.96368, 1.05431], [3.32619, -2.08467, 1.05588], [3.40709, -1.70519, -1.29599], [-5.34505, -0.44910, -0.29806], [-3.89320, -0.75452, -0.01259], [-2.99548, 0.23526, -0.62392], [-2.76553, 1.53936, 0.09141], [-1.38400, 1.01249, 0.38381], [-1.61593, -0.13803, -0.46542], [-5.67420, 0.46240, 0.22074], [-5.89633, -1.25055, 0.12493], [-5.50605, -0.36519, -1.34750], [-3.67357, -1.75149, -0.37892], [-3.72345, -0.69544, 1.10065], [-3.25524, 0.45988, -1.66320], [-2.73640, 2.40733, -0.54564], [-3.38216, 1.63204, 0.96854], [-1.21122, 0.77157, 1.43346], [-0.57305, 1.60921, 0.02194]], "atomic_forces_ev_per_a": [[0.5378, -0.9790, -0.3713], [-0.3077, -1.1815, 0.1439], [-0.3458, -0.2114, 0.3681], [-0.5847, 0.0639, -0.2721], [-0.9012, 0.7184, -0.0580], [-0.2947, 0.0229, 0.9902], [-0.5557, 0.2320, 0.4441], [-0.0376, 0.2027, 0.7317], [-0.4200, 2.0419, -0.6123], [0.4842, 0.9278, -0.5263], [0.5545, -0.2163, -0.0949], [0.3522, -0.3105, -0.3661], [0.7194, 0.3951, -0.9779], [0.9917, -1.0000, 0.4463], [-0.2014, -0.7003, 0.1439], [0.4073, 0.6447, 1.0773], [-0.4682, 0.1529, 1.4034], [0.5796, 0.4933, -1.2854], [-0.1429, 0.2810, 0.7351], [0.0385, -0.4934, -0.0028], [0.5384, -0.0570, 0.2464], [0.0802, -0.0689, -0.3284], [-0.9569, -0.7171, 0.1033], [-0.3770, 0.0524, -0.8234], [0.3209, -0.1704, 0.0582], [-0.0709, -0.4815, -0.9068], [0.0772, -0.6191, -0.2794], [-0.3941, 0.3496, -0.0342], [-0.3589, 0.5863, 0.2704], [0.1121, -0.3220, 0.0112], [0.6234, 0.3635, -0.2344]], "smiles": "OC[C@@H]1CCN1.CC[C@H]1CCO1", "charge": 0, "spin_multiplicity": 1, "de_lowest_kcal_mol": 95.9, "homo_lumo_gap_ev": 9.9, "largest_force_ev_per_a": 2.17, "energy_ev": -15223.0973}



{"formula": "C5H12N2S4", "method": "ωB97M-V/def2-TZVPD", "elements": ["N", "C", "C", "C", "S", "H", "H", "H", "H", "H", "H", "H", "C", "S", "C", "S", "N", "S", "H", "H", "H", "H", "H"], "positions_angstrom": [[-1.64786, -1.35949, 3.14582], [-2.56512, -1.44547, 2.03430], [-3.89303, -2.08697, 2.08419], [-3.73044, -0.47486, 2.06991], [-3.69900, 0.72037, 3.46098], [-0.77284, -0.70077, 3.09664], [-2.09869, -1.18051, 4.01911], [-1.93090, -1.68311, 1.15519], [-4.44467, -2.48148, 1.26615], [-4.34151, -2.34259, 3.09119], [-3.88004, -0.00695, 1.03618], [-5.09091, 1.24137, 3.35984], [4.56218, 2.15543, -4.31914], [4.42348, 1.92869, -2.54220], [2.94467, 1.00603, -2.37375], [2.09307, 0.24764, -3.56912], [2.75056, 0.76861, -1.09174], [1.44934, -0.27665, -0.68543], [5.45760, 2.92886, -4.28898], [4.94503, 1.21590, -4.63491], [3.62619, 2.33894, -4.89830], [3.48691, 0.92234, -0.34613], [2.35598, -1.43534, -1.06981]], "atomic_forces_ev_per_a": [[2.3429, 0.1582, 0.4898], [1.8944, 0.6224, -0.1073], [-1.3402, 2.3152, 3.6352], [0.2855, -0.0196, -2.9843], [-2.6762, -0.0453, -0.9900], [-2.6831, -1.6440, -0.5459], [-0.2399, 0.0147, 0.4605], [-0.9452, 0.7542, 0.1085], [0.1907, -0.3406, -0.7186], [0.8817, -0.1695, -1.2145], [-0.1892, -0.5252, 1.7640], [2.4940, -1.1169, 0.0880], [1.5584, 1.1881, 0.5215], [-0.6698, 0.6424, -0.2126], [1.2726, -0.5006, -1.5607], [0.2679, 0.7907, -0.3851], [-0.7056, -0.2039, 3.1130], [2.7530, -2.2384, 0.0591], [-2.1156, -1.2466, -0.8715], [0.4498, -0.6521, -0.7728], [0.8304, 0.5199, 0.8347], [-1.3265, 0.0226, -1.4985], [-2.3298, 1.6745, 0.7878]], "smiles": "N[C@H]1C[C@H]1S.CSC(=S)NS", "charge": 0, "spin_multiplicity": 1, "homo_lumo_gap_ev": 8.5, "largest_force_ev_per_a": 4.51, "energy_ev": -51696.9868}